*P*
18
Properties=species:S:1:pos:R:3 method="wB97M-V/def2-TZVPD" lumo_ev=0.7026 smiles="C[C@@H](ON)[C@@H](O)C(=O)O" charge=0
O -0.747 -0.897 -0.189
O 1.479 -0.780 1.657
O 2.210 -0.574 -0.449
O 0.029 1.420 1.606
N -1.468 -1.296 0.970
C -0.312 0.606 -2.035
C 1.415 -0.275 0.409
C -0.631 0.582 -0.560
C 0.506 1.024 0.355
H -0.272 1.635 -2.386
H 1.103 1.816 -0.104
H -1.079 0.061 -2.580
H -2.275 -1.795 0.589
H 0.648 0.132 -2.223
H -0.343 0.633 2.038
H -0.939 -2.002 1.476
H -1.568 1.083 -0.294
H 2.243 -1.375 1.720

*Q*
18
Properties=species:S:1:pos:R:3 method="wB97M-V/def2-TZVPD" lumo_ev=0.7233 smiles="C=C(N)C(O)(O)C(O)O" charge=0
O 2.079 0.800 0.107
O 1.336 -1.002 -1.119
O -0.235 1.885 0.412
O -1.073 0.924 -1.450
N -2.019 -0.963 0.098
C -0.812 -0.460 0.519
C 1.158 0.343 -0.853
C -0.269 0.698 -0.328
C -0.141 -0.892 1.590
H 1.301 0.864 -1.810
H -0.520 -1.697 2.195
H -2.277 -1.867 0.459
H -1.713 1.600 -1.194
H 2.961 0.529 -0.173
H 1.061 -1.507 -0.335
H -2.225 -0.805 -0.877
H 0.758 -0.408 1.922
H 0.629 1.957 0.837

It is *Q* that is most stable; the runner-up trails by 33.7 kcal/mol.

*P*
26
Properties=species:S:1:pos:R:3 method="wB97M-V/def2-TZVPD" lumo_ev=-4.0289 smiles="C[N@@+]1(Oc2ccccc2)C=NCC1" charge=+1
O 0.095 0.396 -0.897
N 1.218 -0.011 0.098
N 2.973 1.498 0.101
C -3.869 0.437 -0.027
C -1.195 0.368 -0.505
C -1.813 1.542 -0.184
C 0.727 -0.804 1.129
C -1.978 -0.853 -0.531
C -3.337 -0.755 -0.440
C 3.356 0.569 -0.920
C 2.382 -0.579 -0.806
C -3.240 1.644 -0.027
C 1.860 1.267 0.592
H -0.269 -0.344 1.457
H 2.762 -1.410 -0.365
H 1.388 1.862 1.381
H -3.878 -1.668 -0.215
H 1.859 -0.994 -1.760
H 3.191 0.900 -1.976
H 0.591 -1.871 0.638
H 1.323 -0.784 2.100
H -1.582 -1.773 -0.626
H -3.814 2.489 0.264
H 4.374 0.466 -0.669
H -1.118 2.476 -0.251
H -4.927 0.556 0.004

*Q*
26
Properties=species:S:1:pos:R:3 method="wB97M-V/def2-TZVPD" lumo_ev=-4.6726 charge=+1
O -1.039 -1.944 -1.158
N 0.407 -0.421 -1.930
N 2.424 0.309 -0.184
C -2.312 2.279 0.796
C -1.210 0.319 -0.202
C -0.871 0.804 2.023
C -0.998 -0.607 -1.401
C 1.289 -1.766 0.685
C -1.768 1.934 2.031
C 2.118 -1.034 -0.213
C -2.041 1.462 -0.302
C -0.629 0.023 1.002
C 0.190 -1.239 1.196
H 0.547 0.644 -2.060
H 2.810 -1.551 -0.928
H 1.574 -2.805 1.007
H 2.845 0.553 -1.001
H -0.387 0.652 2.937
H -0.225 -1.887 1.919
H 1.887 0.950 0.395
H -2.428 1.853 -1.194
H -1.720 2.551 2.965
H 0.592 -0.851 -2.857
H -1.541 -2.335 -1.906
H -2.928 3.093 0.615
H -1.799 -0.439 -2.283

*R*
26
Properties=species:S:1:pos:R:3 method="wB97M-V/def2-TZVPD" lumo_ev="-4.5204 / -4.5201" charge=+1
O -3.553 -0.981 0.025
N 2.568 -2.613 -0.081
N -6.023 -0.310 0.132
C 1.454 -0.476 -0.183
C 2.876 1.531 0.102
C 3.996 0.719 0.195
C -2.711 -0.056 -0.024
C 2.693 -1.286 -0.033
C -0.860 1.714 -0.131
C 1.598 1.006 -0.057
C 0.502 1.894 -0.109
C -1.672 0.597 -0.084
C 3.918 -0.668 0.136
H 4.812 -1.262 0.232
H 0.694 -0.820 0.530
H -6.525 -0.908 -0.513
H -4.576 -0.684 0.079
H -6.403 -0.459 1.060
H 1.018 -0.685 -1.169
H 3.001 2.600 0.175
H 0.803 2.934 -0.108
H -1.429 2.639 -0.171
H 3.379 -3.205 -0.004
H 1.670 -3.054 -0.199
H 4.964 1.177 0.330
H -6.194 0.654 -0.131

It is *R* that is most stable; the runner-up trails by 10.9 kcal/mol.

*P*
12
Properties=species:S:1:pos:R:3 method="wB97M-V/def2-TZVPD" lumo_ev=-0.5874 charge=0
Br -2.640 -1.174 -0.124
O -1.112 1.229 -1.105
O -0.885 2.252 0.892
C 1.374 -0.008 -0.125
C 0.178 -0.816 0.085
C -1.096 1.388 0.118
C -1.119 -0.186 0.187
H 1.170 0.457 -1.066
H 1.500 0.628 0.675
H 0.192 -1.718 -0.575
H 2.172 -0.730 -0.159
H 0.265 -1.322 1.196

*Q*
12
Properties=species:S:1:pos:R:3 method="wB97M-V/def2-TZVPD" lumo_ev="-1.0293 / -1.0279" charge=0
Br -2.892 -0.295 0.039
O -0.985 2.149 -0.052
O -0.234 -1.379 1.063
C 1.136 0.992 0.214
C -0.343 1.124 0.016
C -0.319 -1.483 -0.331
C -1.091 -0.214 -0.222
H 0.607 -1.185 -0.773
H -0.845 -2.441 -0.580
H 1.606 0.085 0.540
H 1.659 1.723 0.831
H 1.701 0.924 -0.744

It is *P* that is most stable; the runner-up trails by 25.8 kcal/mol.

*P*
16
Properties=species:S:1:pos:R:3 method="wB97M-V/def2-TZVPD" lumo_ev=0.2471 smiles=CN1C[C@@H]2S[C@H]2C1 charge=0
S -3.075 -0.014 -0.231
N 0.656 0.011 0.518
C -1.256 0.787 -0.337
C 1.756 -0.080 -0.558
C -0.197 -1.155 0.265
C -1.566 -0.531 0.433
C -0.093 1.183 0.476
H 2.544 -0.920 -0.509
H 2.368 0.887 -0.805
H 0.222 -1.782 -0.714
H -0.169 -1.792 1.091
H 0.402 2.325 0.164
H 1.159 -0.369 -1.621
H -1.293 -0.405 1.581
H -1.062 0.445 -1.375
H -0.398 1.409 1.620

*Q*
16
Properties=species:S:1:pos:R:3 method="wB97M-V/def2-TZVPD" lumo_ev=-1.0136 charge=0
S 0.472 -1.631 -2.136
N 2.441 -1.055 1.733
C 1.920 -0.925 0.706
C 0.004 1.624 0.351
C 0.576 -0.272 -1.071
C -1.137 -0.580 0.600
C -0.516 0.368 -0.393
H -0.413 -1.333 0.714
H -0.387 -2.273 -1.191
H -1.339 0.884 -1.020
H -2.039 -0.927 0.298
H 0.884 1.395 0.953
H 1.294 0.324 -1.614
H 0.222 2.380 -0.358
H -1.256 0.082 1.373
H -0.728 1.939 1.055

It is *Q* that is most stable; the runner-up trails by 56.8 kcal/mol.